Molecular formula: C9H7N
Method: DFT, the ωB97M-V functional and the def2-TZVPD basis

Energy relative to the best compared isomer or geometry (same formula, charge and spin) = 92.3 kcal per mole
Multiplicity = 1
Max |F| = 4.46 eV/A
HOMO-LUMO gap = 8.61 eV
HOMO = -0.2856 Ha
Charge = 0
Structure (SMILES) = CC1=CC=C2C3=CN=C[C@@]123
Energy = -10931.4329 eV

Positions of all 17 atoms, in Å:
C 0.29998 2.16109 -0.32038
C 1.40814 1.23776 -0.26686
C -0.43608 -0.17361 0.07810
C -0.83267 1.44003 -0.24164
C -1.89637 0.81142 0.13949
C 0.94757 -0.02829 -0.11579
C -1.16427 -1.29323 0.20507
C -2.90125 -0.07596 0.25847
C 1.92854 -1.16959 -0.00700
N -2.46459 -1.28485 0.36895
H 0.43646 3.16651 -0.43943
H 2.48779 1.51413 -0.25791
H -0.53581 -2.19241 0.30696
H -4.00603 0.25969 0.33361
H 2.83242 -0.78286 -0.60176
H 2.24064 -1.47330 1.01342
H 1.65554 -2.11655 -0.45331